No. 1
DFT (ωB97M-V with the def2-TZVPD basis set) results for an isolated ion of composition C8H11IP and charge +1.

```
! RIJCOSX wB97M-V def2-TZVPD def2/J DEFGRID3
* xyz 1 1
C -2.215 -2.053 0.930
C -0.956 -2.488 1.221
C -2.530 -0.856 0.343
C 0.129 -1.716 0.818
C -1.413 -0.089 0.036
C -0.040 -0.455 0.245
C 1.589 0.679 -2.179
C 0.971 2.707 0.583
P 1.225 0.714 -0.346
I 3.294 0.045 0.748
H -3.055 -2.748 1.150
H -0.890 -3.431 1.739
H -3.517 -0.594 -0.080
H 1.050 -2.136 0.917
H -1.591 1.039 -0.255
H 2.629 0.366 -2.330
H 1.461 1.707 -2.592
H 0.938 0.178 -2.763
H 2.010 3.055 0.664
H 0.236 2.697 1.351
H 0.676 3.379 -0.200
*
```

The LUMO energy is -4.228 eV. Its HOMO-LUMO gap is 0.333 Ha.

No. 2
DFT (ωB97M-V with the def2-TZVPD basis set) results for one molecule with the formula C8H11N.

```
! RIJCOSX wB97M-V def2-TZVPD def2/J DEFGRID3
* xyz 0 1
C -1.957 0.829 -0.317
C -0.452 -2.410 0.012
C 0.903 1.587 -1.071
C -0.749 0.313 0.426
C -0.511 -1.106 0.679
C 0.561 1.074 0.321
N -0.961 -0.460 1.691
C 1.598 0.024 0.806
C 2.611 -0.502 1.179
H 0.587 1.871 1.071
H -2.143 1.870 -0.053
H -2.827 0.233 -0.050
H -1.826 0.763 -1.398
H -1.269 -2.503 -0.703
H -0.501 -3.214 0.746
H 0.488 -2.493 -0.534
H 1.905 2.012 -1.077
H 0.866 0.779 -1.800
H 0.190 2.352 -1.376
H 3.487 -1.019 1.448
*
```

The LUMO energy is 0.906 eV. As for the SMILES: C#C[C@@H](C)[C@]1(C)N=C1C. Its HOMO-LUMO gap is 0.370 Ha.

No. 3
DFT (ωB97M-V with the def2-TZVPD basis set) results for an isolated ion of composition C8H11N2 and charge +1.

```
! RIJCOSX wB97M-V def2-TZVPD def2/J DEFGRID3
* xyz 1 1
C 1.922 2.344 2.047
C 0.646 -1.649 -0.666
C 1.845 -0.932 -0.846
C -0.417 -1.115 -0.011
C -0.397 0.331 0.280
C 0.974 1.041 -0.001
C -1.705 -1.815 0.181
C -1.443 1.068 -0.703
N 2.018 0.303 -0.537
N 1.433 1.660 1.243
H 2.400 2.958 2.809
H 0.850 -2.697 -0.967
H 2.675 -1.386 -1.349
H -0.868 0.551 1.360
H 0.950 1.862 -0.685
H -2.444 -1.171 0.351
H -1.478 -2.516 1.047
H -1.781 -2.385 -0.761
H -1.407 0.843 -1.769
H -1.442 2.119 -0.612
H -2.333 0.585 -0.411
*
```

The LUMO energy is -4.425 eV. As for the SMILES: C#[N+][C@H]1N=CC=C(C)[C@@H]1C. Its HOMO-LUMO gap is 0.305 Ha.

No. 4
DFT (ωB97M-V with the def2-TZVPD basis set) results for an isolated ion of composition C8H11N2 and charge +1.

```
! RIJCOSX wB97M-V def2-TZVPD def2/J DEFGRID3
* xyz 1 1
C -0.293 2.567 0.976
C -0.156 1.702 0.131
C 0.875 -1.623 1.019
C 1.644 0.078 -0.446
C 2.784 0.848 -0.762
C -0.559 -1.089 0.974
C 0.055 0.491 -0.729
C -2.247 -0.408 -0.695
N 1.739 -1.046 0.324
N -0.858 -0.672 -0.422
H -0.546 3.327 1.646
H 1.024 -2.569 1.530
H 3.678 0.411 -0.247
H 2.854 1.755 -1.415
H -1.248 -1.800 1.314
H -0.609 -0.168 1.454
H 0.108 0.642 -1.752
H -2.606 0.165 0.174
H -2.525 0.155 -1.556
H -2.737 -1.326 -0.627
H -0.378 -1.440 -0.890
*
```

The LUMO energy is -3.943 eV. As for the SMILES: C#C[C@H]1C(=C)N=CC[N@H+]1C. Its HOMO-LUMO gap is 0.331 Ha.

No. 5
DFT (ωB97M-V with the def2-TZVPD basis set) results for an isolated ion of composition C8H11N2O2 and charge +1.

```
! RIJCOSX wB97M-V def2-TZVPD def2/J DEFGRID3
* xyz 1 1
C -1.655 2.382 2.037
C -1.295 1.114 2.242
C -1.616 2.605 0.598
C -1.159 0.461 0.853
C 1.314 0.369 0.485
C 1.059 -1.145 0.508
C 0.993 -1.064 -2.099
C 0.775 -1.865 -0.746
N -1.290 1.561 -0.091
N 0.168 -0.005 0.790
O -1.810 3.794 0.077
O -2.055 -0.588 0.611
H -1.861 3.265 2.711
H -1.124 0.388 3.037
H 1.865 1.241 0.188
H 1.407 -1.791 1.209
H 1.670 -0.322 -1.881
H 0.163 -0.437 -2.430
H 1.277 -1.603 -3.013
H 1.425 -2.827 -0.891
H -0.222 -2.250 -0.603
H -2.336 4.456 0.491
H -2.766 -0.332 0.059
*
```

The LUMO energy is -4.623 eV. As for the SMILES: CC[C@H]1C=[N+]1[C@@]1(O)C=CC(O)=N1. Its HOMO-LUMO gap is 0.339 Ha.

No. 6
DFT (ωB97M-V with the def2-TZVPD basis set) results for an isolated ion of composition C8H11N2O2S and charge +1.

```
! RIJCOSX wB97M-V def2-TZVPD def2/J DEFGRID3
* xyz 1 1
C 1.169 -1.841 -2.247
C 1.699 -2.764 -1.355
C 0.388 -0.808 -1.757
C 1.326 -2.733 -0.040
C 0.016 -0.857 -0.399
C -0.231 1.499 0.174
C -0.093 3.614 1.228
C -0.852 0.125 0.359
N 0.456 -1.841 0.388
N -1.099 -0.433 1.654
O 0.322 1.850 -0.823
O -0.464 2.197 1.270
S -2.557 0.170 -0.372
H 1.423 -1.879 -3.387
H 2.452 -3.414 -1.868
H 0.000 0.085 -2.154
H 1.780 -3.458 0.535
H 0.768 3.735 1.889
H -0.858 4.110 1.685
H -0.105 3.983 0.315
H 0.318 -1.885 1.447
H -1.787 -1.162 1.710
H -1.382 0.223 2.362
H -2.688 1.484 -0.616
*
```

The LUMO energy is -4.082 eV. As for the SMILES: COC(=O)[C@@](N)(S)c1cccc[nH+]1. Its HOMO-LUMO gap is 0.318 Ha.

No. 7
DFT (ωB97M-V with the def2-TZVPD basis set) results for an isolated ion of composition C8H11N2O3 and charge -1.

```
! RIJCOSX wB97M-V def2-TZVPD def2/J DEFGRID3
* xyz -1 1
C 1.719 0.732 0.791
C 0.450 0.924 1.420
C 1.769 -0.403 -0.174
C -0.950 1.809 -0.193
C 1.933 1.039 -0.770
C -0.515 -0.626 0.151
C -1.636 0.337 -1.972
C -0.969 -2.486 1.346
N 0.646 -1.187 -0.168
N -1.039 0.538 -0.642
O -1.260 2.752 -0.901
O -0.461 1.999 1.048
O -1.529 -1.387 0.693
H 2.550 0.774 1.491
H 0.374 0.839 2.533
H 2.605 -1.169 -0.200
H 1.188 1.545 -1.281
H 3.026 1.212 -0.944
H -0.771 0.079 -2.641
H -2.436 -0.411 -1.932
H -2.149 1.251 -2.369
H -0.035 -2.581 0.770
H -1.752 -3.299 1.554
H -0.756 -2.282 2.389
*
```

The LUMO energy is 3.891 eV. Its HOMO-LUMO gap is 0.242 Ha.

No. 8
DFT (ωB97M-V with the def2-TZVPD basis set) results for a 2-piece molecular cluster, C8H11N3 overall.

```
! RIJCOSX wB97M-V def2-TZVPD def2/J DEFGRID3
* xyz 0 1
C -3.379 0.067 -0.845
C -2.962 -1.109 -0.186
C -2.389 1.038 -0.770
C -1.707 -0.900 0.295
C 0.232 2.209 0.584
C 2.612 0.159 -0.147
C -0.196 1.021 0.166
C 3.819 -0.776 -0.354
N 1.471 -0.276 -0.309
N -1.353 0.421 -0.131
N -0.988 -1.479 1.271
H -4.319 0.143 -1.224
H -3.654 -1.961 -0.218
H -2.412 1.997 -1.038
H -0.511 2.799 1.088
H 1.258 2.518 0.524
H 3.059 1.117 0.131
H 4.359 -0.509 -1.199
H 4.537 -0.705 0.399
H 3.712 -1.817 -0.548
H -0.018 -1.432 1.237
H -1.170 -2.523 1.275
*
```

The LUMO energy is 0.580 eV. Its HOMO-LUMO gap is 0.294 Ha.

No. 9
DFT (ωB97M-V with the def2-TZVPD basis set) results for an isolated ion of composition C8H11N3 and charge +2.

```
! RIJCOSX wB97M-V def2-TZVPD def2/J DEFGRID3
* xyz 2 1
C -0.546 2.719 -0.520
C 0.839 2.965 -0.456
C -1.110 1.471 -0.343
C 1.627 1.890 -0.138
C -0.162 0.314 -0.097
C 1.204 -1.437 0.329
C -0.752 -1.631 1.439
C -0.758 -2.024 -1.059
N 1.967 -0.468 0.315
N 1.121 0.671 -0.051
N -0.203 -1.151 0.057
H -1.165 3.718 -0.522
H 1.178 4.037 -0.418
H -2.169 1.252 -0.270
H 2.743 2.154 0.008
H 1.523 -2.458 0.465
H -1.820 -1.642 1.293
H -0.385 -2.699 1.747
H -0.439 -1.021 2.170
H -0.165 -2.848 -1.103
H -1.777 -2.218 -0.737
H -0.752 -1.596 -2.108
*
```

The LUMO energy is -9.132 eV. As for the SMILES: C[N+]1(C)C=N[n+]2ccccc21. Its HOMO-LUMO gap is 0.366 Ha.

No. 10
DFT (ωB97M-V with the def2-TZVPD basis set) results for a 2-piece molecular cluster, C8H11N4 overall.

```
! RIJCOSX wB97M-V def2-TZVPD def2/J DEFGRID3
* xyz 1 1
C -3.817 -1.314 0.493
C -1.583 0.866 2.021
C 1.582 -0.060 -2.438
C -0.211 0.452 -0.909
C 2.139 1.396 -0.335
C -0.464 -1.333 2.253
C 1.101 1.050 -1.411
C -0.861 -0.141 1.420
N -2.200 1.636 2.590
N 2.730 -0.401 -2.412
N -0.285 0.095 0.299
N -2.770 -0.969 0.800
H -4.731 -1.666 0.140
H 0.699 -0.433 -3.027
H -1.030 0.325 -1.626
H 2.673 0.559 -0.071
H 1.564 1.839 0.401
H 2.776 2.146 -0.635
H -0.197 -1.071 3.276
H 0.313 -1.953 1.780
H -1.387 -1.864 2.356
H 0.899 1.976 -2.054
H 3.062 -1.134 -2.910
*
```

The LUMO energy is -4.912 eV. Its HOMO-LUMO gap is 0.307 Ha.

> Which of these has the lowest HOMO-LUMO gap?

C8H11N2O3

> Which of these has the highest HOMO-LUMO gap?

C8H11N

Copy entry 5 word for word.
DFT (ωB97M-V with the def2-TZVPD basis set) results for an isolated ion of composition C8H11N2O2 and charge +1.

```
! RIJCOSX wB97M-V def2-TZVPD def2/J DEFGRID3
* xyz 1 1
C -1.655 2.382 2.037
C -1.295 1.114 2.242
C -1.616 2.605 0.598
C -1.159 0.461 0.853
C 1.314 0.369 0.485
C 1.059 -1.145 0.508
C 0.993 -1.064 -2.099
C 0.775 -1.865 -0.746
N -1.290 1.561 -0.091
N 0.168 -0.005 0.790
O -1.810 3.794 0.077
O -2.055 -0.588 0.611
H -1.861 3.265 2.711
H -1.124 0.388 3.037
H 1.865 1.241 0.188
H 1.407 -1.791 1.209
H 1.670 -0.322 -1.881
H 0.163 -0.437 -2.430
H 1.277 -1.603 -3.013
H 1.425 -2.827 -0.891
H -0.222 -2.250 -0.603
H -2.336 4.456 0.491
H -2.766 -0.332 0.059
*
```

The LUMO energy is -4.623 eV. As for the SMILES: CC[C@H]1C=[N+]1[C@@]1(O)C=CC(O)=N1. Its HOMO-LUMO gap is 0.339 Ha.